[1]
Entry from the Open Molecules 2025 dataset: a molecular structure, C18H27Cl2FN6O2PSe2V (ωB97M-V/def2-TZVPD).

The geometry in XYZ format:
```
60
Properties=species:S:1:pos:R:3
Se -0.14466 3.47376 0.35395
C -3.06707 0.69984 -1.87109
C 3.19952 0.67762 0.81271
C 3.25877 2.16817 -1.19597
C -1.82062 0.47239 3.03320
C -1.61686 2.29449 -3.15572
C -1.16088 1.83090 2.71103
H -0.86702 2.10659 -3.92234
N 0.54067 -2.48354 -1.68672
O -2.08951 2.92006 4.73538
H 4.02151 1.17692 1.29434
V -0.33399 -1.89302 0.25637
H -2.54785 2.59656 -3.63188
C 1.70236 0.26173 -0.72698
H -3.05866 2.83346 2.94248
H -2.71712 0.38402 2.41647
C 1.83139 -1.49883 -4.89844
P 0.84011 0.25964 -2.31996
H -0.97872 -4.44708 1.58395
H 2.09909 -2.25839 -5.62892
C 0.25261 1.92409 3.28467
H 1.06560 -0.85213 -5.32405
Cl 0.07920 -6.33704 2.58700
N -1.86021 1.08130 -2.39551
H 0.58103 2.96346 3.29627
C -1.12241 1.98085 1.19492
H 4.19979 2.50239 -0.76420
Cl 1.29169 -3.88383 1.51860
H -0.30938 -4.09330 3.22695
H -1.25711 3.06562 -2.46864
H 2.71146 -0.89927 -4.67150
H -1.28363 2.47866 5.04482
C 2.36016 -0.30681 1.24389
Se -0.80793 -1.23606 2.83647
C 0.71580 -3.69872 -2.27814
H -2.15532 2.02779 0.84317
C -2.03119 2.93785 3.30919
N 1.34024 -2.16237 -3.70647
N 1.43973 -0.56889 0.26913
H -0.69270 1.05824 0.82162
O 0.33632 1.44227 4.63511
H -2.14459 0.48098 4.07282
H -3.97852 1.20792 -2.13268
H 2.32797 -0.82214 2.18898
H 3.41755 1.90360 -2.24069
N -1.47733 -0.59233 -1.01803
H 2.50542 2.95365 -1.10978
C 0.91758 -1.56503 -2.55994
F -1.58708 -3.39675 0.08884
H 0.45450 -4.60840 -1.76504
H 0.93542 1.36532 2.65055
H -1.64527 3.90128 2.95656
C -2.81775 -0.34451 -1.02857
C -0.15777 -4.60263 2.28326
H 0.21161 0.48076 4.56610
N 2.79685 1.01624 -0.44954
C 1.21744 -3.51815 -3.53399
H -3.49417 -0.92772 -0.42754
H 1.48959 -4.21407 -4.30820
C -0.91563 0.28257 -1.83824
```

The energy relative to the best compared isomer or geometry (same formula, charge and spin) comes out at 0.0 kJ/mol. Its charge is -1. For the lowest unoccupied orbital energy (spin up / spin down), the calculation gives 2.01 / 2.01 eV. The calculation puts the orbital gap (spin up / spin down) at 5.385 / 5.394 eV. As for the spin multiplicity: 4.


[2]
Entry from the Open Molecules 2025 dataset: a molecular structure, C18H27Cl2N2O4Sr in a non-equilibrium geometry (ωB97M-V/def2-TZVPD).

The geometry in XYZ format:
```
54
Properties=species:S:1:pos:R:3
H -2.27921 -1.86381 -2.71265
H -4.57186 0.54706 -1.00466
H 2.99715 0.79765 -3.20217
H -3.70590 -1.22089 -1.88275
H -1.64516 -5.53437 -0.83599
C -1.04103 -4.86228 -0.22426
Sr 0.02462 0.16820 -0.14946
Cl -2.64610 0.56561 1.15911
H -1.75267 1.12678 -5.26170
C -2.62118 -1.12617 -1.98902
H 4.96586 1.70745 -0.09059
N 3.39960 0.80425 -1.14939
C -1.10039 1.91704 -4.89042
C 0.78853 -5.04730 -1.92878
C -0.50535 1.66501 -3.66642
O 2.55686 -0.91644 0.11541
C -2.84337 1.34636 -2.01559
H -4.92886 1.99092 -1.93266
H -4.08514 2.12326 -0.43820
H 0.81888 -2.43758 -1.56283
C -2.12899 0.24384 -2.31321
C 0.14202 -2.91461 -0.86978
O 0.01404 0.02436 3.84538
O -0.41414 -2.18405 -0.01060
H 2.80169 -1.00011 -1.90856
H 3.24878 2.41497 -2.49792
H -0.58626 -5.39475 0.61518
H -2.23240 -1.44839 -1.01892
C -0.08215 0.01231 2.70851
O 0.33381 -0.08810 -2.37036
H 0.81540 2.38808 -2.10960
H -0.89724 -0.49367 -3.86178
H 0.18655 4.99882 -5.44508
C 0.00558 4.05237 -4.94392
H 3.38507 2.54372 -0.01095
N -0.03362 -4.22119 -1.03669
H 1.34581 -5.82603 -1.37135
H 3.62421 1.05419 0.89203
H -1.65275 -4.06530 0.18776
H 0.15834 -5.54669 -2.69050
C -4.16887 1.49584 -1.32717
C 0.35184 2.58843 -3.07414
H -1.35243 3.31183 -6.49489
C 3.88092 1.57098 -0.02825
C 2.94724 -0.44688 -0.97834
H 4.64272 1.35838 -2.77869
Cl 0.83372 2.82729 0.53760
C -0.74652 0.27934 -3.07285
C -0.85693 3.11890 -5.54025
H -2.42406 2.32435 -2.23206
H 1.51268 -4.39181 -2.43652
C 0.63206 3.78944 -3.72372
C 3.58464 1.36844 -2.47470
H 1.30428 4.50515 -3.24403
```

The energy relative to the best compared isomer or geometry (same formula, charge and spin) comes out at 0.0 kJ/mol. Its charge is -1. For the lowest unoccupied orbital energy, the calculation gives 2.20 eV. The calculation puts the orbital gap at 7.173 eV.


[3]
Entry from the Open Molecules 2025 dataset: a molecular structure, C18H27F3N3O3 in a non-equilibrium geometry (ωB97M-V/def2-TZVPD).

The geometry in XYZ format:
```
54
Properties=species:S:1:pos:R:3
H 1.55349 3.13155 -0.74075
C 0.59693 -3.27511 0.23810
H 1.52528 3.22373 -3.00207
F -7.23836 -0.22319 -0.53042
H 0.64265 -4.60854 -0.07881
H 3.69601 -2.76470 -0.16632
C -3.34303 -1.63353 -0.54349
H 3.76375 2.44436 1.49143
H 2.94630 -3.28754 1.36376
H 1.25119 1.79560 -3.98968
C 2.43395 1.27244 -2.35452
H -1.90399 0.77115 2.60144
C -4.54885 -1.00693 -0.70942
C -2.64762 0.02281 1.01057
H 3.13884 1.69697 -2.61101
C 1.23629 2.09389 -2.93903
H -5.30948 -1.49545 -1.40318
O -0.98025 -1.65106 0.29786
C 2.47589 2.48145 1.37199
H -1.46574 -3.60136 -0.46026
H 3.34845 0.10299 1.90322
C 2.45181 2.66877 -0.35949
H 2.21905 3.38389 1.71897
H 1.19979 1.18476 -0.69645
H -0.46306 -2.43981 -1.39322
H 2.20386 0.28177 -2.68521
C 0.59902 1.38814 2.06769
C -0.68607 -3.04527 -0.37577
C -2.30487 -0.99385 -0.11428
H 3.00921 -0.76814 -0.81906
H 0.46483 0.71633 3.19739
H 1.85396 -0.63904 1.27574
O 1.62655 -2.74045 0.00304
F -6.33974 1.82148 -0.48469
C -3.92836 0.52456 0.76313
N -1.49751 0.66442 1.63063
H 3.00010 -4.30785 -0.07079
H -3.06905 -2.51208 -1.07979
H 0.41528 -3.49133 1.36801
C -6.32885 0.73458 0.08428
H 0.48907 2.34779 2.50622
F -6.56906 0.85931 1.37508
H 0.23632 1.86616 -2.67325
C 2.92749 -3.37569 0.39243
C -0.39374 0.76888 1.22665
C 2.50719 0.22807 1.15925
H -4.16308 1.25178 1.48483
H 3.23041 3.05874 -0.73403
C 2.95046 0.46983 -0.29660
O -0.25785 0.83946 0.04344
N 1.96060 1.44774 1.64892
C -4.96973 0.06449 0.18735
N 2.34596 1.43617 -0.90651
H 4.10830 0.81683 -0.19333
```

The energy relative to the best compared isomer or geometry (same formula, charge and spin) comes out at 1800.5 kJ/mol. Its charge is +1. For the lowest unoccupied orbital energy, the calculation gives -2.58 eV. The calculation puts the orbital gap at 8.738 eV.


[4]
Entry from the Open Molecules 2025 dataset: 3 unconnected molecules or ions with the total composition C18H27FIN2O7 in a non-equilibrium geometry (ωB97M-V/def2-TZVPD).

The geometry in XYZ format:
```
56
Properties=species:S:1:pos:R:3
C -3.37938 1.62630 0.68491
C 3.28464 2.45232 0.39462
H -1.87174 -0.01612 -0.39222
O 0.65024 2.29576 -7.47894
F -0.04799 -0.38213 -1.93748
O 3.45506 0.02203 1.12402
C 0.55163 -0.25343 -0.78548
H 1.62807 0.98085 -6.23676
H -3.97222 0.77856 0.32451
C 0.05724 -0.10430 0.45382
H -1.82968 -1.01443 1.04885
H 5.02403 1.24893 0.61831
H 3.08949 2.22444 -0.66405
C 0.89129 0.13832 2.78618
H -2.25780 0.89421 2.41514
H -0.15043 0.11582 3.12876
O -2.42577 -3.04859 4.04645
O -1.23222 -1.15144 4.22763
H -0.40269 -4.65918 3.02217
H 3.91613 3.35222 0.38660
H 1.44383 1.77249 -3.76761
C 0.60591 1.30505 -6.45255
C -0.03432 2.05403 -5.30851
H 2.32197 2.71709 0.84891
O 0.97156 4.52712 -7.40613
H -2.29075 -5.61216 4.53107
H -3.08076 2.29518 -0.13341
O -0.74886 -2.66491 2.62168
O 0.42764 3.38941 -5.53413
C -1.11323 -4.04646 2.46350
H -0.17264 2.08610 -3.16340
H 0.21047 0.49827 -3.84027
C -2.50634 -4.07458 3.03939
N 1.09290 0.00357 1.38204
C 0.38540 1.56306 -3.94230
C -1.45351 -2.19139 3.68513
C -1.45363 -0.07367 0.62417
C 1.84817 0.34321 3.69259
H -2.76538 -6.21316 2.92716
H 1.67496 -0.08232 4.68147
H -1.08574 -4.33602 1.41502
I -0.74835 2.91109 1.28580
C 0.70909 3.50921 -6.86340
N 1.93520 -0.23230 -0.61888
C -2.05405 1.16949 1.37332
C -2.89174 -5.40265 3.64517
H 0.01970 0.44554 -6.77223
C 2.22038 -0.05394 0.66328
H 2.72836 0.95205 3.48673
H -3.25010 -3.76603 2.29916
H -3.93248 -5.38498 3.96773
H -3.91056 2.26173 1.40313
H 2.69877 -0.28999 -1.28182
C 4.05841 1.35797 1.13081
H -1.12484 2.05111 -5.39333
H 4.28667 1.71166 2.14367
```

Its charge is +1. For the lowest unoccupied orbital energy, the calculation gives -3.02 eV. The calculation puts the orbital gap at 9.287 eV.


[5]
Entry from the Open Molecules 2025 dataset: 2 unconnected molecules or ions with the total composition C18H27N2 in a non-equilibrium geometry (ωB97M-V/def2-TZVPD).

The geometry in XYZ format:
```
47
Properties=species:S:1:pos:R:3
C 0.89423 3.61273 3.72724
C 4.39416 2.79840 3.49239
H -4.68322 -2.17149 3.13173
C 2.90412 4.77719 2.96946
H 1.69286 -1.30396 2.88570
C -4.12142 0.60111 1.91834
H -4.10802 1.27767 1.05944
H -1.72134 1.60200 1.22504
C 3.12007 3.25581 2.80219
N 1.91277 2.59299 3.39288
H 0.90412 5.20005 2.23986
C 4.26538 -1.79537 0.77434
H 0.54980 1.20903 0.31282
C 2.76407 -0.17619 -0.13200
C 0.68995 0.40859 1.01849
C 1.91298 -0.31765 0.97951
H 1.55247 1.85852 2.77734
C 2.29639 -1.21246 1.99841
H -0.33028 -0.88569 2.34381
H 2.48220 0.50220 -0.91616
H -4.34333 1.19782 2.80851
H 3.47463 5.13159 3.83500
H -6.02180 -0.40018 2.33249
H 0.77892 3.63551 4.81591
H 5.27114 3.31678 3.09864
H 4.54459 1.72463 3.38024
C -5.11802 -0.55340 1.72993
H -2.37235 -1.89652 1.25422
C 1.39602 4.96009 3.18936
H 3.76814 -2.57931 2.70189
C 3.91571 -0.91570 -0.23629
H 4.54739 -0.80394 -1.10285
H -2.35852 -1.87520 3.01720
H -0.08524 3.35361 3.31079
H -4.59696 -2.67004 1.44782
C -1.62748 0.64672 1.71119
H 4.33213 3.01111 4.56008
C -2.87674 -1.48630 2.13482
H -5.44501 -0.61152 0.68444
C -4.37105 -1.84204 2.13368
H 3.27244 5.33841 2.10204
N -2.77443 0.00222 2.07873
H 5.17490 -2.36745 0.69530
C 3.46358 -1.92909 1.89556
H 3.16108 3.01396 1.72585
H 1.17648 5.78709 3.87689
C -0.39681 0.02694 1.77704
```

The energy relative to the best compared isomer or geometry (same formula, charge and spin) comes out at 238.8 kJ/mol. Its charge is +1. For the lowest unoccupied orbital energy, the calculation gives -4.95 eV. The calculation puts the orbital gap at 5.958 eV.


Question: What is the charge in the third record?
Answer: +1